# 1
ORCA calculation (ωB97M-V/def2-TZVPD) on C9H7DyNO4 as an isolated structure.

```
22
Properties=species:S:1:pos:R:3:lowdin_charge:R:1
Dy 0.15 0.66 0.15 1.4747
C -0.02 2.79 -0.98 0.0242
O -0.11 3.78 -1.56 0.2552
C -0.07 -0.27 -2.15 -0.0054
O -0.17 -0.67 -3.22 0.2480
C -2.25 0.33 -0.19 -0.0046
O -3.38 0.19 -0.34 0.2503
C 2.56 0.30 -0.20 0.0209
O 3.69 0.13 -0.34 0.2432
H 0.03 -4.17 1.45 0.0242
H 0.02 -4.04 0.71 0.0052
C -0.62 1.35 5.07 0.0663
C 0.08 2.20 4.21 0.0225
C 0.21 1.85 2.86 -0.1171
N -0.38 0.70 2.36 -0.1932
C -1.08 -0.13 3.21 -0.0635
C -1.20 0.17 4.56 0.0397
H -0.72 1.59 6.12 0.1521
H 0.55 3.12 4.55 0.1491
H 0.77 2.49 2.15 0.1171
H -1.53 -1.03 2.76 0.1423
H -1.74 -0.54 5.19 0.1486
```

Calculated values
HOMO (alpha / beta) = -20.985 / -20.986 eV
Net charge = +3
Frontier orbital gap (alpha / beta) = 0.20472 / 0.25719 hartree
⟨S²⟩ = 9.12
Spin multiplicity = 6
LUMO (alpha / beta) = -15.41 / -13.99 eV



# 2
ORCA calculation (ωB97M-V/def2-TZVPD) on an isolated ion of composition C9H7N2 and charge +1.

```
18
Properties=species:S:1:pos:R:3:lowdin_charge:R:1
C 2.79 0.10 1.01 0.0129
C 3.77 -0.79 0.74 0.1530
C -2.08 1.16 0.21 -0.0812
C -1.11 2.00 0.72 -0.0762
C -1.80 -0.03 -0.44 -0.0777
C 0.15 1.51 0.74 0.1485
C -0.56 -0.61 -0.31 -0.0070
C 0.43 0.27 0.26 -0.2314
C 2.02 -1.28 -0.56 0.0149
N 1.68 -0.29 0.24 -0.0074
N 3.31 -1.63 -0.20 0.1219
H -3.16 1.36 0.30 0.1266
H -1.38 3.03 1.20 0.1616
H -2.68 -0.71 -0.80 0.1572
H 2.86 0.65 1.94 0.1435
H -0.44 -1.65 -0.78 0.1458
H 1.56 -1.78 -1.38 0.1590
H 3.78 -2.39 -0.53 0.1361
```

Calculated values
HOMO (alpha / beta) = -13.209 / -13.192 eV
Net charge = +1
Frontier orbital gap (alpha / beta) = 0.24944 / 0.30461 hartree
LUMO (alpha / beta) = -6.42 / -4.90 eV



The evaluated maximum force for the records listed, in turn: 0.147, 0.070 hartree/bohr.
The evaluated calculated total energy for the records listed, in turn: -43174.999, -12413.739 eV.